1.
Here is a molecular structure, C19H36MnN4O4P in a non-equilibrium geometry from the Open Molecules 2025 dataset. Energies are from ωB97M-V with the def2-TZVPD basis set.

Total charge = +3
Calculated total energy = -2757.04507 Ha
Orbital gap (spin up / spin down) = 6.44 / 7.64 eV
Multiplicity = 2

Atoms and positions in Å:
Mn1 -0.795 -1.332 -0.202
C1 0.212 -3.767 -1.461
C2 0.038 -2.671 -2.536
N1 -1.153 -1.867 -2.148
C3 -1.379 -0.554 -2.837
C4 -2.368 0.151 -1.935
C5 -3.344 1.065 -2.249
C6 -4.230 1.455 -1.242
C7 -4.186 0.881 0.030
C8 -3.190 -0.025 0.301
C9 -2.975 -0.879 1.532
N2 -2.233 -2.072 1.005
C10 -1.452 -2.937 1.938
C11 -0.344 -3.617 1.089
N3 -0.751 -3.545 -0.341
N4 -2.290 -0.299 -0.667
H1 1.228 -3.771 -1.072
H2 0.021 -4.746 -1.899
H3 -0.083 -3.091 -3.533
H4 0.905 -2.020 -2.547
H5 -1.993 -2.419 -2.300
H6 -1.762 -0.678 -3.848
H7 -0.433 -0.017 -2.883
H8 -3.440 1.452 -3.256
H9 -5.004 2.178 -1.469
H10 -4.932 1.124 0.777
H11 -3.915 -1.157 2.006
H12 -2.352 -0.368 2.262
H13 -2.923 -2.647 0.533
H14 -2.107 -3.661 2.419
H15 -0.990 -2.329 2.709
H16 -0.213 -4.648 1.420
H17 0.622 -3.119 1.189
H18 -1.579 -4.123 -0.480
C12 4.448 1.010 1.784
C13 3.639 0.474 0.624
C14 3.704 1.383 -0.585
C15 4.058 -0.943 0.281
O1 2.202 0.370 1.150
P1 0.878 0.402 0.426
O2 -0.207 -0.334 1.289
O3 0.770 -0.534 -0.834
O4 0.399 1.770 -0.045
C16 0.222 3.101 0.671
C17 0.662 4.151 -0.322
C18 -1.262 3.198 0.962
C19 1.035 3.145 1.948
H19 5.494 1.078 1.487
H20 4.370 0.349 2.647
H21 4.111 2.002 2.086
H22 4.712 1.346 -0.997
H23 3.491 2.419 -0.319
H24 3.010 1.070 -1.372
H25 5.105 -0.945 -0.019
H26 3.461 -1.337 -0.548
H27 3.947 -1.591 1.151
H28 0.105 4.062 -1.256
H29 1.724 4.059 -0.548
H30 0.485 5.142 0.097
H31 -1.835 3.190 0.031
H32 -1.470 4.130 1.487
H33 -1.583 2.367 1.599
H34 2.104 3.086 1.741
H35 0.764 2.339 2.636
H36 0.848 4.095 2.447



2.
Here is a molecular structure, C16H40F18N2O3P4 in a non-equilibrium geometry from the Open Molecules 2025 dataset. Energies are from ωB97M-V with the def2-TZVPD basis set.

Total charge = -2
Calculated total energy = -4132.37414 Ha
Orbital gap = 4.48 eV

Atoms and positions in Å:
N1 3.906 -0.202 3.139
H1 4.496 -0.575 3.905
H2 4.576 0.243 2.495
H3 3.256 0.490 3.522
H4 3.447 -1.004 2.656
N2 5.526 -0.890 6.477
O1 4.721 -1.822 6.258
O2 5.718 -0.015 5.594
O3 6.146 -0.819 7.568
C1 -4.238 3.496 -5.615
C2 -3.295 2.283 -5.547
C3 -2.743 2.115 -4.145
C4 -1.987 0.764 -3.934
P1 -2.118 0.037 -2.251
C5 -1.087 -1.460 -2.180
C6 -0.709 -2.061 -0.817
C7 0.399 -3.108 -0.876
C8 -0.045 -4.370 -1.637
C9 -1.330 1.190 -1.105
C10 0.116 1.524 -1.530
C11 1.257 0.878 -0.710
C12 1.286 1.373 0.735
C13 -3.819 -0.226 -1.670
C14 -3.985 -0.413 -0.164
C15 -5.429 -0.494 0.391
C16 -6.344 -1.469 -0.339
H5 -5.018 3.503 -4.849
H6 -4.736 3.552 -6.582
H7 -3.720 4.435 -5.411
H8 -2.463 2.483 -6.223
H9 -3.793 1.340 -5.777
H10 -3.445 2.247 -3.316
H11 -1.989 2.878 -3.929
H12 -0.946 1.037 -4.089
H13 -2.319 0.060 -4.699
H14 -0.124 -1.233 -2.661
H15 -1.550 -2.133 -2.911
H16 -1.685 -2.501 -0.556
H17 -0.690 -1.278 -0.058
H18 0.430 -3.489 0.147
H19 1.370 -2.707 -1.154
H20 -0.104 -4.156 -2.706
H21 -0.966 -4.807 -1.246
H22 0.648 -5.193 -1.453
H23 -1.296 0.751 -0.107
H24 -1.872 2.136 -1.091
H25 0.232 2.604 -1.413
H26 0.332 1.354 -2.588
H27 2.201 1.064 -1.226
H28 1.195 -0.215 -0.757
H29 1.272 2.460 0.732
H30 2.212 0.961 1.132
H31 0.491 0.948 1.348
H32 -4.211 -1.102 -2.193
H33 -4.426 0.637 -1.955
H34 -3.492 0.395 0.386
H35 -3.444 -1.258 0.272
H36 -5.913 0.487 0.335
H37 -5.412 -0.664 1.468
H38 -7.340 -1.236 0.042
H39 -6.146 -2.518 -0.114
H40 -6.301 -1.346 -1.421
P2 6.085 1.457 0.576
F1 6.639 2.657 1.528
F2 7.592 1.060 0.101
F3 6.315 0.301 1.730
F4 5.538 0.296 -0.421
F5 4.590 1.754 1.058
F6 6.004 2.572 -0.608
P3 1.714 -3.285 2.431
F7 1.032 -3.315 0.981
F8 3.012 -2.423 1.832
F9 0.999 -1.844 2.707
F10 2.374 -3.110 3.906
F11 0.443 -4.110 2.982
F12 2.524 -4.653 2.164
P4 1.514 2.530 4.786
F13 1.929 1.648 6.077
F14 1.532 1.217 3.828
F15 -0.053 2.196 5.128
F16 0.969 3.459 3.520
F17 1.498 3.846 5.695
F18 3.048 2.785 4.402



3.
Here is C4H5NO in the gas phase in a non-equilibrium geometry from the Open Molecules 2025 dataset. Energies are from ωB97M-V with the def2-TZVPD basis set.

Total charge = 0
Calculated total energy = -285.38344 Ha
SMILES = C[C@H](C#N)C=O
Orbital gap = 11.17 eV

Atoms and positions in Å:
C1 -0.079 1.222 0.508
C2 -0.332 -0.261 0.232
C3 -0.334 -0.692 -1.236
O1 -0.032 0.023 -2.152
C4 0.818 -1.059 0.693
N1 1.813 -1.626 0.865
H1 -0.180 1.407 1.582
H2 0.936 1.483 0.203
H3 -0.778 1.871 -0.025
H4 -1.276 -0.595 0.688
H5 -0.555 -1.773 -1.357



4.
Here is C5H5NO3S in the gas phase in a non-equilibrium geometry from the Open Molecules 2025 dataset. Energies are from ωB97M-V with the def2-TZVPD basis set.

Total charge = 0
Calculated total energy = -872.04316 Ha
SMILES = C=NS(=O)(=O)c1ccco1
Orbital gap = 9.40 eV

Atoms and positions in Å:
C1 -1.154 0.008 -2.355
C2 -1.198 0.730 -1.098
C3 0.206 -0.303 -2.538
C4 0.088 0.771 -0.712
C5 2.132 -0.709 2.003
N1 1.111 -0.065 2.029
O1 2.314 1.823 0.047
O2 0.233 2.549 1.173
O3 0.908 0.081 -1.460
S1 1.013 1.519 0.628
H1 -1.936 -0.313 -2.986
H2 -1.892 1.528 -0.746
H3 0.707 -1.016 -3.113
H4 2.405 -1.548 2.724
H5 2.906 -0.772 1.183



5.
Here is 13 unconnected molecules or ions with the total composition C55H91Br2NO28S6 in a non-equilibrium geometry from the Open Molecules 2025 dataset. Energies are from ωB97M-V with the def2-TZVPD basis set.

Total charge = 0
Calculated total energy = -11848.14643 Ha
Orbital gap = 1.88 eV

Atoms and positions in Å:
C1 -29.555 2.002 -21.520
C2 -29.358 2.985 -20.301
C3 -30.666 3.698 -19.926
C4 -31.860 3.005 -19.352
C5 -31.371 2.286 -18.034
C6 -30.047 1.430 -18.285
N1 -29.010 2.234 -19.045
O1 -27.651 1.820 -19.050
C7 -30.597 0.113 -18.968
C8 -29.454 0.895 -16.930
C9 -28.281 4.050 -20.605
H1 -29.716 2.681 -22.357
H2 -30.493 1.448 -21.476
H3 -28.730 1.365 -21.839
H4 -31.034 4.245 -20.794
H5 -30.408 4.451 -19.180
H6 -32.266 2.276 -20.053
H7 -32.785 3.564 -19.214
H8 -32.195 1.764 -17.549
H9 -31.021 3.026 -17.315
H10 -31.315 -0.500 -18.424
H11 -29.741 -0.540 -19.136
H12 -30.821 0.231 -20.029
H13 -30.228 0.434 -16.317
H14 -29.290 1.834 -16.401
H15 -28.540 0.303 -16.879
H16 -28.109 4.646 -19.709
H17 -28.671 4.627 -21.444
H18 -27.360 3.675 -21.051
C10 -35.689 2.315 -18.459
C11 -35.280 3.094 -17.204
O2 -36.246 3.587 -16.348
H19 -35.278 1.306 -18.436
H20 -35.216 2.909 -19.241
H21 -36.681 2.419 -18.899
H22 -34.534 3.829 -17.507
H23 -34.644 2.416 -16.634
Br1 -33.175 -2.724 -18.602
C12 -33.253 -4.737 -18.625
C13 -34.578 -5.306 -18.382
Br2 -35.664 -4.733 -19.816
H24 -32.582 -5.036 -17.820
H25 -32.731 -5.074 -19.520
H26 -35.128 -4.939 -17.516
H27 -34.641 -6.392 -18.315
O3 -33.782 5.531 -20.442
S1 -34.974 6.278 -20.717
O4 -34.956 7.591 -21.370
O5 -35.986 5.210 -21.460
C14 -37.306 5.658 -21.643
C15 -38.206 4.558 -21.114
C16 -35.764 6.362 -18.965
H28 -37.571 5.744 -22.697
H29 -37.539 6.564 -21.083
H30 -38.205 3.609 -21.649
H31 -39.212 4.938 -20.935
H32 -37.865 4.313 -20.108
H33 -36.756 6.808 -18.896
H34 -35.057 6.806 -18.264
H35 -35.806 5.280 -18.839
O6 -30.036 -6.000 -20.472
S2 -29.119 -5.335 -19.526
O7 -29.233 -5.557 -18.087
O8 -27.547 -5.794 -19.994
C17 -27.091 -5.579 -21.323
C18 -25.638 -5.328 -21.342
C19 -28.914 -3.494 -19.924
H36 -27.651 -4.915 -21.982
H37 -27.197 -6.603 -21.679
H38 -24.979 -6.049 -20.860
H39 -25.473 -4.499 -20.654
H40 -25.194 -5.183 -22.327
H41 -29.690 -3.034 -19.311
H42 -29.229 -3.274 -20.944
H43 -27.934 -3.103 -19.650
O9 -32.459 3.268 -23.164
S3 -32.456 4.139 -24.398
O10 -31.567 3.868 -25.525
O11 -34.024 3.895 -25.022
C20 -35.040 4.433 -24.334
C21 -36.364 4.316 -25.088
C22 -32.435 5.878 -23.864
H44 -34.837 5.492 -24.178
H45 -35.108 3.866 -23.405
H46 -36.582 5.060 -25.855
H47 -37.225 4.315 -24.420
H48 -36.331 3.383 -25.650
H49 -31.374 6.116 -23.791
H50 -33.111 6.128 -23.047
H51 -32.886 6.494 -24.642
O12 -27.470 0.776 -23.728
S4 -27.827 0.338 -25.084
O13 -26.899 -0.569 -25.813
O14 -29.261 -0.485 -25.058
C23 -29.739 -1.046 -26.280
C24 -29.200 -2.466 -26.443
C25 -28.285 1.717 -26.230
H52 -29.421 -0.570 -27.207
H53 -30.829 -1.068 -26.277
H54 -29.580 -2.978 -25.560
H55 -28.113 -2.541 -26.441
H56 -29.673 -2.961 -27.291
H57 -29.361 1.883 -26.163
H58 -28.048 1.543 -27.279
H59 -27.903 2.631 -25.774
O15 -26.363 6.469 -19.029
S5 -24.954 6.786 -19.044
O16 -24.040 5.757 -19.445
O17 -24.650 8.149 -20.019
C26 -25.447 9.274 -19.811
C27 -25.610 10.126 -21.014
C28 -24.511 7.414 -17.303
H60 -25.236 9.882 -18.931
H61 -26.493 8.992 -19.694
H62 -26.409 10.857 -20.887
H63 -25.941 9.471 -21.820
H64 -24.678 10.567 -21.366
H65 -23.628 7.998 -17.564
H66 -24.273 6.614 -16.602
H67 -25.444 7.893 -17.004
O18 -29.213 4.799 -17.060
S6 -29.077 5.781 -15.935
O19 -28.337 7.027 -16.110
O20 -30.595 6.175 -15.405
C29 -31.721 5.528 -15.909
C30 -32.930 6.484 -16.006
C31 -28.535 4.806 -14.394
H68 -32.098 4.744 -15.253
H69 -31.541 5.111 -16.900
H70 -33.844 5.926 -16.207
H71 -32.859 7.320 -16.703
H72 -33.168 6.959 -15.054
H73 -28.957 3.814 -14.560
H74 -29.055 5.112 -13.486
H75 -27.463 4.621 -14.315
C32 -27.413 -4.020 -16.236
C33 -26.751 -5.129 -15.856
C34 -25.400 -5.632 -16.275
O21 -24.795 -6.646 -16.061
C35 -24.809 -4.544 -17.059
C36 -25.383 -3.372 -17.544
C37 -26.725 -2.971 -17.111
O22 -27.260 -1.897 -17.372
H76 -28.383 -3.879 -15.783
H77 -27.253 -5.667 -15.065
H78 -23.762 -4.774 -17.188
H79 -24.818 -2.641 -18.105
C38 -29.348 8.592 -19.123
C39 -29.979 9.419 -18.285
C40 -31.428 9.506 -18.239
O23 -32.148 10.154 -17.393
C41 -32.057 8.818 -19.294
C42 -31.418 8.053 -20.197
C43 -29.942 7.761 -20.131
O24 -29.389 7.084 -21.030
H80 -28.298 8.651 -18.878
H81 -29.400 9.990 -17.573
H82 -33.092 8.985 -19.553
H83 -31.966 7.557 -20.985
C44 -33.032 -2.018 -23.160
C45 -34.145 -1.867 -23.937
C46 -34.415 -0.623 -24.775
O25 -35.476 -0.422 -25.362
C47 -33.296 0.354 -24.714
C48 -32.155 0.060 -24.048
C49 -31.955 -1.078 -23.148
O26 -30.944 -1.192 -22.405
H84 -32.924 -2.912 -22.565
H85 -34.859 -2.678 -23.936
H86 -33.461 1.329 -25.149
H87 -31.363 0.793 -24.079
C50 -25.251 6.249 -22.813
C51 -24.265 7.123 -22.827
C52 -24.138 8.179 -23.741
O27 -23.278 8.999 -23.761
C53 -25.306 8.278 -24.656
C54 -26.242 7.274 -24.709
C55 -26.394 6.139 -23.701
O28 -27.337 5.391 -23.559
H88 -25.196 5.403 -22.144
H89 -23.583 6.983 -22.001
H90 -25.222 9.119 -25.328
H91 -26.863 7.380 -25.586



6.
Here is C3H5NO2 in the gas phase from the Open Molecules 2025 dataset. Energies are from ωB97M-V with the def2-TZVPD basis set.

Total charge = 0
Calculated total energy = -322.53045 Ha
SMILES = O=C1NC[C@@H]1O
Orbital gap = 10.65 eV

Atoms and positions in Å:
O1 -0.264 -1.489 -1.098
C1 0.426 -0.540 -0.338
C2 0.001 0.917 -0.624
N1 -0.274 1.044 0.808
C3 -0.094 -0.281 1.096
O2 -0.294 -0.959 2.073
H1 -0.190 -2.337 -0.642
H2 1.515 -0.686 -0.364
H3 0.775 1.591 -1.001
H4 -0.892 0.956 -1.256
H5 -0.707 1.783 1.345



7.
Here is 2 unconnected molecules or ions with the total composition C4H4N2O from the Open Molecules 2025 dataset. Energies are from ωB97M-V with the def2-TZVPD basis set.

Total charge = 0
Calculated total energy = -339.41102 Ha
SMILES = O=c1c#c[nH]cn1.[H][H]
Orbital gap = 9.30 eV

Atoms and positions in Å:
O1 2.223 -0.921 -0.140
C1 1.070 -0.602 -0.062
C2 0.384 0.662 0.019
C3 -0.804 1.022 0.061
N1 -1.769 0.069 0.070
C4 -1.265 -1.221 0.020
N2 -0.025 -1.539 -0.033
H1 2.349 2.317 0.203
H2 2.644 1.759 -0.192
H3 -2.763 0.246 0.095
H4 -2.015 -2.010 0.028



8.
Here is a molecular structure, C48H45N6O4RbSi from the Open Molecules 2025 dataset. Energies are from ωB97M-V with the def2-TZVPD basis set.

Total charge = -2
Calculated total energy = -2799.25269 Ha
Orbital gap = 4.86 eV

Atoms and positions in Å:
Rb1 1.171 0.057 0.586
O1 4.877 3.485 -0.931
C1 3.959 2.779 -0.514
N1 3.335 1.726 -1.074
C2 3.528 1.502 -2.395
O2 3.835 2.285 -3.288
C3 3.318 0.045 -2.810
C4 3.867 -0.375 -4.021
C5 3.752 -1.703 -4.385
C6 3.080 -2.573 -3.539
C7 2.539 -2.059 -2.370
N2 2.649 -0.783 -2.011
C8 3.464 3.102 0.890
C9 3.296 4.441 1.245
C10 2.857 4.748 2.517
C11 2.627 3.713 3.414
C12 2.844 2.416 2.979
N3 3.247 2.105 1.747
H1 4.367 0.362 -4.633
H2 4.180 -2.057 -5.316
H3 2.966 -3.623 -3.775
H4 1.991 -2.688 -1.677
H5 3.521 5.202 0.512
H6 2.695 5.779 2.811
H7 2.283 3.896 4.423
H8 2.681 1.577 3.650
C13 -0.688 2.207 2.842
O3 -0.070 0.952 3.097
C14 -0.261 0.389 4.311
C15 -0.891 1.054 5.362
C16 -1.075 0.421 6.583
C17 -0.640 -0.879 6.769
C18 -0.007 -1.540 5.727
C19 0.208 -0.924 4.499
N4 0.872 -1.572 3.395
N5 1.381 -2.664 3.768
C20 2.061 -3.481 2.891
C21 2.093 -3.329 1.465
O4 1.474 -2.465 0.808
C22 2.915 -4.305 0.746
C23 3.552 -5.322 1.356
C24 3.475 -5.511 2.773
C25 4.131 -6.584 3.396
C26 4.074 -6.765 4.756
C27 3.346 -5.841 5.523
C28 2.701 -4.781 4.937
C29 2.731 -4.579 3.534
H9 -0.220 2.995 3.441
H10 -0.574 2.390 1.777
H11 -1.760 2.146 3.035
H12 -1.248 2.063 5.219
H13 -1.573 0.952 7.386
H14 -0.797 -1.385 7.713
H15 0.333 -2.559 5.841
H16 2.981 -4.161 -0.325
H17 4.145 -6.026 0.778
H18 4.690 -7.274 2.772
H19 4.582 -7.596 5.229
H20 3.294 -5.958 6.600
H21 2.160 -4.075 5.548
C30 -2.625 1.152 0.380
Si1 -3.286 1.401 -1.238
C31 -2.809 -0.018 -2.425
N6 -1.386 -0.335 -2.319
C32 -0.496 0.450 -3.165
C33 -0.015 -0.315 -4.416
C34 -1.016 -1.400 -4.798
C35 -1.135 -2.433 -3.671
C36 -1.034 -1.735 -2.296
C37 -2.700 2.999 -2.129
C38 -3.178 3.372 -3.389
C39 -2.659 4.461 -4.075
C40 -1.639 5.215 -3.507
C41 -1.150 4.869 -2.256
C42 -1.678 3.774 -1.584
C43 -5.204 1.520 -1.505
C44 -5.903 2.698 -1.772
C45 -7.286 2.723 -1.912
C46 -8.020 1.552 -1.797
C47 -7.354 0.363 -1.525
C48 -5.975 0.359 -1.375
H22 -2.292 0.140 0.613
H23 -3.135 1.628 1.218
H24 -3.125 0.192 -3.462
H25 -3.376 -0.902 -2.117
H26 0.373 0.787 -2.588
H27 -1.031 1.353 -3.461
H28 0.957 -0.780 -4.228
H29 0.140 0.387 -5.240
H30 -0.724 -1.888 -5.733
H31 -1.992 -0.942 -4.978
H32 -0.333 -3.174 -3.761
H33 -2.077 -2.981 -3.764
H34 -0.011 -1.807 -1.919
H35 -1.653 -2.240 -1.552
H36 -3.972 2.792 -3.851
H37 -3.043 4.719 -5.056
H38 -1.219 6.059 -4.043
H39 -0.342 5.439 -1.814
H40 -1.281 3.476 -0.619
H41 -5.354 3.628 -1.880
H42 -7.788 3.663 -2.114
H43 -9.098 1.564 -1.912
H44 -7.912 -0.562 -1.424
H45 -5.483 -0.575 -1.127



Q: calculated total energy of number 8 (C48H45N6O4RbSi)?
A: -2799.25269 Ha